# 1
This record from OMol25 describes a 2-piece molecular cluster, CH3O2P overall. The level of theory is ωB97M-V/def2-TZVPD.

Last columns: bonded neighbours and bond lengths (Å).
Cartesian coordinates (Å):
1 C -0.1583 -0.2042 0.0296  O3 1.357, H5 1.074, H6 1.122, H7 1.263
2 O -4.5305 -0.4990 -0.0251  P4 1.425
3 O -1.3863 -0.7197 0.2897  C1 1.357
4 P -3.4558 0.4219 -0.1948  O2 1.425
5 H 0.4120 -0.3591 -0.8674  C1 1.074
6 H 0.3916 -0.7057 0.8697  C1 1.122
7 H -0.0687 1.0253 0.3022  C1 1.263

## Properties
Spin multiplicity: 1
Kohn-Sham gap (spin up / spin down), Eh: 0.261 / 0.261
HOMO energy (spin up / spin down), eV: -8.89 / -8.89
DFT total energy, hartree: -531.63239
Charge: 0

---

# 2
This record from OMol25 describes one molecule with the formula C3H3NO. The level of theory is ωB97M-V/def2-TZVPD.

Last columns: bonded neighbours and bond lengths (Å).
Cartesian coordinates (Å):
1 C -0.3208 0.2383 -1.6572  C2 1.558, H6 1.080, H7 1.098, H8 1.115
2 C 0.3034 0.0215 -0.2462  C1 1.558, O3 1.182, C4 1.409
3 O 1.4715 -0.1501 -0.1951  C2 1.182
4 C -0.4865 -0.1461 0.9084  C2 1.409, N5 1.188
5 N -1.0895 -0.0420 1.9262  C4 1.188
6 H 0.2810 1.0662 -2.0009  C1 1.080
7 H 0.0298 -0.5695 -2.3132  C1 1.098
8 H -1.4334 0.3164 -1.6380  C1 1.115

## Properties
SMILES string: CC(=O)C#N
Spin multiplicity: 1
Kohn-Sham gap, Eh: 0.385
HOMO energy, eV: -11.07
DFT total energy, hartree: -246.06418
Charge: 0

---

# 3
This record from OMol25 describes a 2-piece molecular cluster, C9H8N3O2 overall. The level of theory is ωB97M-V/def2-TZVPD.

Last columns: bonded neighbours and bond lengths (Å).
Cartesian coordinates (Å):
1 C -1.6005 0.5511 2.4122  C2 1.392, N10 1.353, H15 1.021
2 C -0.9791 1.7919 2.3053  C1 1.392, N11 1.346, H16 1.031
3 C 1.7321 -0.5239 -2.7042  C4 1.435, C5 1.381, H17 1.045
4 C 1.0275 -1.5078 -1.9335  C3 1.435, C6 1.328, H18 1.157
5 C 1.8965 0.7836 -2.2906  C3 1.381, C8 1.523, H19 1.032
6 C 0.4880 -1.1056 -0.7889  C4 1.328, C9 1.388, H20 1.002
7 C -2.3167 -2.0039 1.7515  O13 1.163, O14 1.150
8 C 1.3452 1.2910 -0.9647  C5 1.523, C9 1.508, H21 1.116, H22 1.140
9 C 0.3841 0.2405 -0.4671  C6 1.388, C8 1.508, N12 1.393
10 N -1.1492 -0.2250 1.4001  C1 1.353, N12 1.338
11 N -0.2838 1.8486 1.1543  C2 1.346, N12 1.375
12 N -0.3604 0.5665 0.6647  C9 1.393, N10 1.338, N11 1.375
13 O -1.6421 -2.6241 2.4668  C7 1.163
14 O -3.1786 -1.7481 1.0338  C7 1.150
15 H -2.2658 0.0560 3.0077  C1 1.021
16 H -1.1215 2.5162 3.0247  C2 1.031
17 H 2.0849 -0.9640 -3.5842  C3 1.045
18 H 0.8935 -2.6228 -2.2122  C4 1.157
19 H 2.3670 1.5548 -2.7901  C5 1.032
20 H -0.0420 -1.6875 -0.1693  C6 1.002
21 H 2.0186 1.6065 -0.1329  C8 1.116
22 H 0.7024 2.2060 -1.1836  C8 1.140

## Properties
Spin multiplicity: 3
Kohn-Sham gap (spin up / spin down), Eh: 0.137 / 0.284
HOMO energy (spin up / spin down), eV: -0.16 / -4.35
DFT total energy, hartree: -662.38790
Charge: -1

---

# 4
This record from OMol25 describes a 15-piece molecular cluster, C43H123N9O22 overall. The level of theory is ωB97M-V/def2-TZVPD.

Last columns: bonded neighbours and bond lengths (Å).
Cartesian coordinates (Å):
1 C 1.9235 -4.7271 2.6088  O2 1.447, H10 1.090, H11 1.090, H12 1.090
2 O 0.9028 -3.7371 2.3427  C1 1.447, C3 1.464
3 C 1.6180 -2.5995 1.7622  O2 1.464, C4 1.540, H13 1.090, H14 1.090
4 C 0.5761 -1.6069 1.2132  C3 1.540, N5 1.470, H15 1.090, H16 1.090
5 N -0.1234 -2.1229 0.0281  C4 1.470, C6 1.473, H17 1.010
6 C -1.0733 -1.1595 -0.5550  N5 1.473, C7 1.580, H18 1.090, H19 1.090
7 C -0.4114 0.0272 -1.3609  C6 1.580, O8 1.406, H20 1.090, H21 1.090
8 O -1.4551 0.7774 -1.9315  C7 1.406, C9 1.376
9 C -1.7452 0.3752 -3.2151  O8 1.376, H22 1.090, H23 1.090, H24 1.090
10 H 2.2320 -4.6546 3.6517  C1 1.090
11 H 2.8034 -4.8008 1.9697  C1 1.090
12 H 1.5133 -5.7349 2.6741  C1 1.090
13 H 2.4824 -2.7952 1.1276  C3 1.090
14 H 2.1242 -1.9818 2.5040  C3 1.090
15 H 1.0821 -0.6923 0.9040  C4 1.090
16 H -0.2200 -1.4705 1.9451  C4 1.090
17 H -0.6003 -2.9605 0.3297  N5 1.010
18 H -1.8421 -0.8639 0.1588  C6 1.090
19 H -1.6715 -1.7166 -1.2760  C6 1.090
20 H 0.3129 -0.4261 -2.0377  C7 1.090
21 H 0.0695 0.7354 -0.6861  C7 1.090
22 H -2.7817 0.6657 -3.3869  C9 1.090
23 H -1.6008 -0.7020 -3.2985  C9 1.090
24 H -1.1049 0.8026 -3.9868  C9 1.090
25 C 8.9393 0.5354 -2.0977  O26 1.358, H34 1.090, H35 1.090, H36 1.090
26 O 8.6695 -0.2574 -1.0285  C25 1.358, C27 1.412
27 C 7.7206 -1.2669 -1.3007  O26 1.412, C28 1.490, H37 1.090, H38 1.090
28 C 6.2655 -0.9482 -1.2548  C27 1.490, N29 1.486, H39 1.090, H40 1.090
29 N 5.7146 -0.6320 0.0891  C28 1.486, C30 1.480, H41 1.010
30 C 4.3402 -0.0849 0.1400  N29 1.480, C31 1.549, H42 1.090, H43 1.090
31 C 4.2009 1.3437 -0.4438  C30 1.549, O32 1.468, H44 1.090, H45 1.090
32 O 5.1213 2.2777 0.2170  C31 1.468, C33 1.412
33 C 5.3402 3.4688 -0.5089  O32 1.412, H46 1.090, H47 1.090, H48 1.090
34 H 9.4315 1.4831 -1.8797  C25 1.090
35 H 8.1146 0.7114 -2.7884  C25 1.090
36 H 9.6742 0.0695 -2.7542  C25 1.090
37 H 7.9514 -2.2012 -0.7888  C27 1.090
38 H 8.0356 -1.6332 -2.2778  C27 1.090
39 H 5.6800 -1.8222 -1.5401  C28 1.090
40 H 5.9901 -0.2561 -2.0506  C28 1.090
41 H 6.3169 -0.0674 0.6710  N29 1.010
42 H 4.1252 0.1644 1.1791  C30 1.090
43 H 3.4583 -0.6609 -0.1402  C30 1.090
44 H 3.1697 1.5990 -0.2000  C31 1.090
45 H 4.5371 1.4643 -1.4736  C31 1.090
46 H 5.4435 3.3959 -1.5916  C33 1.090
47 H 6.2752 3.9659 -0.2507  C33 1.090
48 H 4.5693 4.1382 -0.1271  C33 1.090
49 C -3.1035 3.5342 -1.8337  O50 1.362, H58 1.090, H59 1.090, H60 1.090
50 O -4.1298 4.3278 -1.4205  C49 1.362, C51 1.445
51 C -3.7196 5.6419 -0.9806  O50 1.445, C52 1.598, H61 1.090, H62 1.090
52 C -4.9608 6.2738 -0.1980  C51 1.598, N53 1.433, H63 1.090, H64 1.090
53 N -4.5454 7.5306 0.3505  C52 1.433, C54 1.434, H65 1.010
54 C -5.5343 7.9315 1.3087  N53 1.434, C55 1.547, H66 1.090, H67 1.090
55 C -6.7258 8.6998 0.6901  C54 1.547, O56 1.455, H68 1.090, H69 1.090
56 O -6.3916 10.0633 0.3063  C55 1.455, C57 1.325
57 C -7.3069 10.5181 -0.5361  O56 1.325, H70 1.090, H71 1.090, H72 1.090
58 H -2.4727 4.0790 -2.5361  C49 1.090
59 H -3.4849 2.7191 -2.4487  C49 1.090
60 H -2.6594 3.1109 -0.9327  C49 1.090
61 H -3.2423 6.3282 -1.6802  C51 1.090
62 H -2.8971 5.6392 -0.2654  C51 1.090
63 H -5.1037 5.4354 0.4838  C52 1.090
64 H -5.9317 6.2552 -0.6931  C52 1.090
65 H -4.3061 8.3169 -0.2366  N53 1.010
66 H -4.9384 8.4552 2.0562  C54 1.090
67 H -5.8757 7.0836 1.9023  C54 1.090
68 H -7.6379 8.5271 1.2614  C55 1.090
69 H -6.8483 8.1597 -0.2487  C55 1.090
70 H -8.3889 10.4007 -0.4760  C57 1.090
71 H -7.0691 10.1793 -1.5445  C57 1.090
72 H -7.3019 11.5971 -0.6900  C57 1.090
73 C -7.3747 3.5002 1.7096  O74 1.380, H82 1.090, H83 1.090, H84 1.090
74 O -7.8087 2.7675 0.6243  C73 1.380, C75 1.412
75 C -6.9644 2.8265 -0.5061  O74 1.412, C76 1.549, H85 1.090, H86 1.090
76 C -7.3229 1.9156 -1.7067  C75 1.549, N77 1.468, H87 1.090, H88 1.090
77 N -6.7575 0.5629 -1.6394  C76 1.468, C78 1.450, H89 1.010
78 C -5.3400 0.3787 -1.3942  N77 1.450, C79 1.495, H90 1.090, H91 1.090
79 C -5.0048 -1.0770 -1.3473  C78 1.495, O80 1.417, H92 1.090, H93 1.090
80 O -5.6799 -1.6647 -0.2485  C79 1.417, C81 1.404
81 C -5.7170 -3.0626 -0.1233  O80 1.404, H94 1.090, H95 1.090, H96 1.090
82 H -6.4060 3.0930 1.9994  C73 1.090
83 H -8.0997 3.5714 2.5204  C73 1.090
84 H -7.1171 4.5291 1.4584  C73 1.090
85 H -5.8964 2.8725 -0.2932  C75 1.090
86 H -7.0620 3.8233 -0.9360  C75 1.090
87 H -7.0535 2.3440 -2.6721  C76 1.090
88 H -8.4115 1.9697 -1.7075  C76 1.090
89 H -7.3049 -0.1572 -1.1900  N77 1.010
90 H -4.9432 1.0698 -0.6505  C78 1.090
91 H -4.8805 0.7880 -2.2939  C78 1.090
92 H -3.9186 -1.1627 -1.3772  C79 1.090
93 H -5.2542 -1.4864 -2.3262  C79 1.090
94 H -6.1973 -3.5142 -0.9914  C81 1.090
95 H -6.2676 -3.3228 0.7807  C81 1.090
96 H -4.6804 -3.3347 0.0753  C81 1.090
97 C 7.5185 -7.8210 -5.5368  O98 1.409, H106 1.090, H107 1.090, H108 1.090
98 O 8.0465 -6.5475 -5.2452  C97 1.409, C99 1.379
99 C 7.7485 -5.6006 -6.2030  O98 1.379, C100 1.509, H109 1.090, H110 1.090
100 C 6.5306 -4.9203 -5.6287  C99 1.509, N101 1.420, H111 1.090, H112 1.090
101 N 6.5848 -4.6890 -4.2285  C100 1.420, C102 1.427, H113 1.010
102 C 5.3190 -4.4522 -3.6144  N101 1.427, C103 1.542, H114 1.090, H115 1.090
103 C 4.6704 -3.1139 -4.0220  C102 1.542, O104 1.420, H116 1.090, H117 1.090
104 O 3.7354 -2.5518 -3.1129  C103 1.420, C105 1.440
105 C 3.3458 -1.1766 -3.2916  O104 1.440, H118 1.090, H119 1.090, H120 1.090
106 H 6.4409 -7.9564 -5.4451  C97 1.090
107 H 8.0493 -8.4236 -4.7998  C97 1.090
108 H 7.7862 -8.1926 -6.5259  C97 1.090
109 H 7.4516 -6.1165 -7.1161  C99 1.090
110 H 8.5925 -4.9828 -6.5099  C99 1.090
111 H 5.5843 -5.3574 -5.9475  C100 1.090
112 H 6.3897 -4.0010 -6.1971  C100 1.090
113 H 7.1050 -5.4971 -3.9178  N101 1.010
114 H 5.4001 -4.1850 -2.5608  C102 1.090
115 H 4.7215 -5.3556 -3.7372  C102 1.090
116 H 4.3333 -3.1184 -5.0585  C103 1.090
117 H 5.4525 -2.4109 -4.3086  C103 1.090
118 H 2.8732 -0.8011 -2.3840  C105 1.090
119 H 2.5514 -1.0506 -4.0272  C105 1.090
120 H 4.1676 -0.5798 -3.6872  C105 1.090
121 C 0.5806 3.9904 -1.5484  O122 1.421, H130 1.090, H131 1.090, H132 1.090
122 O -0.2958 4.4166 -0.5147  C121 1.421, C123 1.457
123 C 0.1400 4.1117 0.8420  O122 1.457, C124 1.568, H133 1.090, H134 1.090
124 C -0.7158 2.9984 1.5399  C123 1.568, N125 1.440, H135 1.090, H136 1.090
125 N -0.1264 2.6446 2.8056  C124 1.440, C126 1.489, H137 1.010
126 C -0.6174 3.4509 3.9569  N125 1.489, C127 1.611, H138 1.090, H139 1.090
127 C -1.9627 2.9662 4.6988  C126 1.611, O128 1.462, H140 1.090, H141 1.090
128 O -2.9706 2.8652 3.6441  C127 1.462, C129 1.418
129 C -3.6197 4.0938 3.3626  O128 1.418, H142 1.090, H143 1.090, H144 1.090
130 H 0.7842 2.9298 -1.4006  C121 1.090
131 H 1.4921 4.5846 -1.4846  C121 1.090
132 H 0.0050 4.1762 -2.4552  C121 1.090
133 H 0.2077 4.9631 1.5193  C123 1.090
134 H 1.1770 3.7836 0.7707  C123 1.090
135 H -0.7086 2.1646 0.8379  C124 1.090
136 H -1.7852 3.1013 1.7237  C124 1.090
137 H -0.3116 1.6640 2.9612  N125 1.010
138 H -0.9414 4.4495 3.6640  C126 1.090
139 H 0.2108 3.2497 4.6364  C126 1.090
140 H -2.2913 3.4350 5.6264  C127 1.090
141 H -1.7255 1.9556 5.0314  C127 1.090
142 H -2.9426 4.7392 2.8031  C129 1.090
143 H -3.8977 4.6769 4.2405  C129 1.090
144 H -4.5019 3.9095 2.7495  C129 1.090
145 C 2.6174 -4.0827 8.2200  O146 1.381, H154 1.090, H155 1.090, H156 1.090
146 O 2.6676 -3.7983 6.8699  C145 1.381, C147 1.372
147 C 2.8928 -2.5249 6.4122  O146 1.372, C148 1.580, H157 1.090, H158 1.090
148 C 1.6770 -1.8300 5.6796  C147 1.580, N149 1.484, H159 1.090, H160 1.090
149 N 0.6690 -1.4121 6.6856  C148 1.484, C150 1.496, H161 1.010
150 C -0.4924 -0.8295 5.9441  N149 1.496, C151 1.568, H162 1.090, H163 1.090
151 C -1.7474 -0.5994 6.8548  C150 1.568, O152 1.376, H164 1.090, H165 1.090
152 O -2.3717 -1.7700 7.2201  C151 1.376, C153 1.432
153 C -3.3853 -1.7441 8.2309  O152 1.432, H166 1.090, H167 1.090, H168 1.090
154 H 1.6737 -4.0466 8.7643  C145 1.090
155 H 3.3778 -3.6386 8.8625  C145 1.090
156 H 3.0050 -5.0976 8.3082  C145 1.090
157 H 3.8118 -2.4083 5.8378  C147 1.090
158 H 3.0905 -1.8450 7.2409  C147 1.090
159 H 1.2499 -2.6055 5.0438  C148 1.090
160 H 1.8324 -0.9807 5.0143  C148 1.090
161 H 0.2601 -2.1113 7.2890  N149 1.010
162 H -0.8232 -1.5786 5.2247  C150 1.090
163 H -0.2795 0.0374 5.3185  C150 1.090
164 H -2.4103 -0.0834 6.1603  C151 1.090
165 H -1.6288 0.2116 7.5733  C151 1.090
166 H -4.0221 -2.5959 7.9922  C153 1.090
167 H -3.8490 -0.7589 8.1814  C153 1.090
168 H -2.8993 -1.9594 9.1825  C153 1.090
169 C 0.2414 -3.1936 -4.6611  O170 1.189, N171 1.270, N172 1.335
170 O -0.7405 -3.2692 -3.9954  C169 1.189
171 N 0.5309 -2.3303 -5.5459  C169 1.270, H173 1.010, H174 1.010
172 N 1.1735 -4.1497 -4.6571  C169 1.335, H175 1.010, H176 1.010
173 H -0.1422 -1.5975 -5.7191  N171 1.010
174 H 1.4092 -2.4754 -6.0231  N171 1.010
175 H 0.9583 -4.9445 -4.0722  N172 1.010
176 H 2.0019 -4.0456 -5.2255  N172 1.010
177 O -2.5573 0.5969 2.6489  H178 0.957, H179 0.957
178 H -3.3691 0.0986 2.5548  O177 0.957
179 H -2.8316 1.4342 3.0230  O177 0.957
180 O 5.2177 -3.3955 0.9647  H181 0.957, H182 0.957
181 H 5.2545 -2.5294 0.5589  O180 0.957
182 H 4.5413 -3.8621 0.4737  O180 0.957
183 O 3.3694 -4.2078 -0.9514  H184 0.957, H185 0.957
184 H 2.5748 -4.6670 -1.2235  O183 0.957
185 H 3.6983 -3.8016 -1.7533  O183 0.957
186 O -1.3203 -5.1964 -0.1868  H187 0.957, H188 0.957
187 H -1.6370 -6.0594 0.0801  O186 0.957
188 H -2.0830 -4.7717 -0.5793  O186 0.957
189 O -3.4638 -1.5774 -4.8447  H190 0.957, H191 0.957
190 H -2.7759 -1.4758 -4.1870  O189 0.957
191 H -3.5914 -2.5235 -4.9144  O189 0.957
192 O -1.1210 -0.3660 -6.3668  H193 0.957, H194 0.957
193 H -1.8909 -0.8471 -6.0634  O192 0.957
194 H -1.4654 0.4773 -6.6608  O192 0.957
195 O 0.6496 -7.1310 0.8620  H196 0.957, H197 0.957
196 H 0.4823 -7.7297 1.5898  O195 0.957
197 H 0.3325 -6.2825 1.1714  O195 0.957

## Properties
Spin multiplicity: 1
Kohn-Sham gap, Eh: 0.303
HOMO energy, eV: -7.99
DFT total energy, hartree: -3859.61431
Charge: 0

---

Values of energy above the lowest of the compared OMol25 structures with the same formula, charge and spin, in order: 77.2 17.2 0.0 28.9, all in kcal/mol.